1.
Below is the molecule C17H19NO3 in a non-equilibrium geometry, with properties calculated with wB97M-V/def2-TZVPD.

Structure (XYZ):
```
40
Properties=species:S:1:pos:R:3:forces:R:3
C -4.60133 1.59521 2.38849 5.63 2.15 -8.09
C -3.96454 1.96600 1.16581 -3.65 -2.86 7.90
C -3.10579 2.28061 -0.23460 -0.33 0.24 1.28
C -1.60743 1.66469 0.01480 2.22 -1.03 0.30
C -0.92155 1.94890 1.50093 3.02 -2.88 -3.14
C 0.56795 1.29978 1.79234 -2.97 -0.16 -3.91
C 1.31147 0.40244 0.62045 -2.39 1.08 -0.75
C 2.76748 -0.25929 0.97999 -0.64 1.21 -0.93
O 2.55704 -1.56551 1.62311 1.12 2.42 1.00
C 2.73145 -1.50698 3.08327 -0.21 -1.21 1.44
C 1.32152 -1.39975 3.93407 -0.11 -0.77 0.36
C 0.06016 -2.21291 3.22755 -0.12 0.43 0.49
C 0.62791 0.17014 -0.85116 -2.08 2.01 2.58
C -0.84900 0.81032 -1.16005 1.73 0.31 3.38
C -1.26278 0.41792 -2.69681 -1.91 0.46 -0.66
O -2.41832 0.54159 -3.35488 7.56 -0.88 3.92
N 0.08888 -0.11420 -3.21829 -0.59 -2.00 0.13
C 0.06008 -0.81866 -4.55660 -0.19 -0.31 -2.28
C -0.01091 0.26468 -5.82756 -0.04 -0.08 0.00
C 1.12351 -0.62436 -2.19645 1.69 -1.53 0.73
O 2.13123 -1.48724 -2.34725 -6.53 5.66 0.44
H -4.70619 1.16580 3.49737 0.11 1.31 -3.20
H -3.63396 1.85935 -1.19589 1.11 0.53 2.14
H -3.06282 3.46201 -0.35977 0.01 -2.57 0.40
H -1.45866 2.57849 2.32831 0.99 -1.41 -1.96
H 1.03192 1.49113 2.85020 -0.75 -0.54 -2.44
H 3.33979 0.52791 1.65320 -1.18 -1.80 -1.10
H 3.39415 -0.34281 -0.03187 -1.52 -0.27 2.26
H 3.46922 -0.68163 3.46307 -1.31 -1.34 -1.07
H 3.21885 -2.54961 3.39803 -1.07 2.22 -0.88
H 1.00347 -0.28720 4.17984 0.74 -2.34 -0.58
H 1.52389 -1.96051 4.96769 -0.27 1.47 -2.15
H -0.45561 -2.88727 4.05426 1.07 1.36 -1.85
H 0.40753 -2.87872 2.32398 -0.69 1.43 1.84
H -0.73358 -1.41665 2.87462 1.59 -1.75 0.47
H -0.89041 -1.53642 -4.63435 2.09 1.62 0.30
H 1.02864 -1.47486 -4.77625 -2.06 1.53 1.20
H 0.25819 -0.28737 -6.83785 -0.48 1.02 2.18
H 0.75623 1.16514 -5.68637 -1.70 -2.05 -0.17
H -1.09772 0.67982 -5.95541 2.13 -0.68 0.41
```
Forces are in eV/Å.

The net charge is 0. The structure (SMILES) is C#CCc1ccc(COCCC)c2c1C(=O)N(CC)C2=O. As for the gap between HOMO and LUMO: 7.45 eV. The value obtained for the highest occupied orbital energy is -9.01 eV.

2.
Below is the molecule C17H19NO3S, with properties calculated with wB97M-V/def2-TZVPD.

Structure (XYZ):
```
41
Properties=species:S:1:pos:R:3:forces:R:3
C -3.13172 -2.62484 -2.71840 -0.02 0.01 0.04
C -2.07541 -1.65414 -2.29141 0.11 0.09 0.02
C -0.93814 -2.08026 -1.62383 -0.09 0.08 -0.05
C 0.04134 -1.19221 -1.20616 0.05 0.15 0.02
C 1.25480 -1.73912 -0.52182 0.14 -0.10 -0.01
C -0.14037 0.18232 -1.44110 -0.24 -0.27 -0.13
C 0.87435 1.12135 -0.91855 0.40 -0.07 0.02
O 2.05818 0.87544 -0.80054 -0.15 0.06 -0.18
O 0.35053 2.29054 -0.52666 -0.32 -0.09 0.02
C 1.21778 3.25224 0.06654 0.32 0.30 0.17
C 1.32888 2.97700 1.57474 0.17 0.09 -0.61
O 0.81278 3.68394 2.41003 -0.30 0.27 0.20
N 2.04029 1.86592 1.84800 0.41 -0.36 0.10
C 1.97582 1.21445 3.13950 -0.03 0.24 0.17
C 1.15874 -0.03463 3.05278 -0.25 -0.02 -0.12
C 1.49403 -1.30133 3.41795 0.03 0.33 -0.01
C 0.47449 -2.24285 3.14733 -0.23 -0.13 -0.07
C -0.61392 -1.67711 2.56975 -0.08 0.28 -0.07
S -0.43025 0.01867 2.35292 0.40 -0.36 0.26
C -1.27560 0.63047 -2.13617 0.08 -0.07 0.04
C -1.50210 2.07028 -2.48270 -0.12 0.13 -0.01
C -2.21648 -0.29841 -2.55074 0.05 -0.08 0.05
H -2.73627 -3.63623 -2.76642 -0.02 -0.08 -0.02
H -3.95428 -2.61402 -2.00279 -0.08 -0.05 0.00
H -3.53417 -2.35423 -3.69203 -0.05 -0.03 -0.06
H -0.80496 -3.13480 -1.42808 0.04 -0.11 0.03
H 1.12547 -2.79804 -0.31137 -0.04 -0.05 0.02
H 2.12971 -1.60959 -1.15628 0.07 -0.03 0.05
H 1.45685 -1.22146 0.41257 0.05 0.00 0.11
H 2.20492 3.21214 -0.40673 -0.16 0.05 0.05
H 0.74647 4.22279 -0.09159 0.08 -0.16 0.09
H 2.41093 1.32653 1.07257 -0.15 0.18 0.04
H 2.98449 0.97171 3.48740 -0.14 0.02 0.05
H 1.52035 1.93532 3.82719 0.18 -0.13 -0.04
H 2.43677 -1.55643 3.86815 0.22 0.01 0.07
H 0.55795 -3.29155 3.36878 -0.03 -0.20 0.01
H -1.52166 -2.14807 2.24952 -0.18 -0.17 -0.05
H -2.25564 2.15257 -3.26289 -0.02 -0.01 -0.04
H -0.58710 2.54380 -2.82995 -0.01 0.10 -0.03
H -1.85015 2.61763 -1.60852 0.00 0.11 -0.02
H -3.08767 0.04421 -3.09097 -0.08 0.07 -0.09
```
Forces are in eV/Å.

The net charge is 0. The structure (SMILES) is Cc1cc(C)c(C(=O)OCC(=O)NCc2cccs2)c(C)c1. As for the gap between HOMO and LUMO: 9.41 eV. The value obtained for the highest occupied orbital energy is -8.84 eV.

3.
Below is the molecule C17H19NO7, with properties calculated with wB97M-V/def2-TZVPD.

Structure (XYZ):
```
44
Properties=species:S:1:pos:R:3:forces:R:3
C 3.98868 -4.14144 -0.03857 0.21 0.00 0.07
O 2.65068 -4.24095 -0.46584 -0.45 0.17 -0.10
C 1.89097 -3.10104 -0.50777 -0.08 -0.05 -0.03
C 2.38397 -1.85850 -0.13508 -0.01 0.25 0.03
C 1.58811 -0.72128 -0.19376 -0.15 -0.53 -0.14
C 2.17675 0.55677 0.23810 0.41 0.12 0.25
O 3.26955 0.68695 0.73292 -0.18 -0.03 -0.14
O 1.33113 1.59282 0.03459 -0.20 -0.07 -0.12
C 1.72269 2.87351 0.50192 0.41 0.49 0.20
C 0.57204 3.56643 1.23421 0.19 -0.51 -0.23
O 0.60031 4.74832 1.49368 0.14 0.37 -0.02
N -0.43104 2.73635 1.57694 -0.23 -0.49 0.09
C -1.68811 3.20189 2.12557 -0.13 -0.14 -0.10
C -2.77916 3.10811 1.10881 -0.05 0.95 0.07
C -3.48321 4.06385 0.44025 0.38 -0.39 0.43
C -4.36162 3.37360 -0.43189 -0.02 -0.58 -0.06
C -4.12086 2.05142 -0.23453 -0.49 0.50 -0.52
O -3.16372 1.87633 0.69482 0.33 -0.26 0.35
C 0.26620 -0.81447 -0.62482 0.07 0.05 0.02
C -0.24596 -2.04462 -0.98828 0.05 -0.27 0.00
O -1.52222 -2.25592 -1.40747 0.34 -0.19 0.05
C -2.40471 -1.16014 -1.43328 -0.11 0.17 -0.01
C 0.55776 -3.20942 -0.94163 -0.21 0.05 -0.06
O -0.10001 -4.32549 -1.33445 0.07 0.49 0.13
C 0.53480 -5.58256 -1.40277 0.14 -0.55 -0.06
H 4.38336 -5.15491 -0.09522 0.03 0.09 0.03
H 4.57335 -3.48757 -0.69237 -0.02 -0.01 0.03
H 4.05736 -3.78290 0.99272 0.00 0.00 -0.04
H 3.39649 -1.73611 0.21077 0.11 -0.05 0.03
H 2.02126 3.49830 -0.34587 -0.09 -0.09 0.14
H 2.58310 2.77415 1.17553 -0.22 0.09 -0.11
H -0.39582 1.78374 1.24481 0.08 0.16 0.00
H -1.93686 2.59885 3.00575 0.01 0.16 -0.04
H -1.54666 4.24400 2.41778 -0.11 -0.15 0.01
H -3.38832 5.12337 0.55642 0.09 0.23 0.08
H -5.06876 3.80640 -1.10875 -0.18 0.01 -0.17
H -4.54403 1.16961 -0.67308 -0.02 -0.18 0.00
H -0.33689 0.07537 -0.67655 -0.11 0.05 -0.03
H -3.35870 -1.56543 -1.76714 0.04 0.07 0.02
H -2.52524 -0.71646 -0.43951 0.02 0.01 -0.03
H -2.07397 -0.38953 -2.13764 0.00 -0.01 0.04
H 1.37632 -5.57423 -2.09808 -0.08 -0.01 0.06
H -0.23353 -6.26286 -1.76988 0.07 0.04 0.02
H 0.87966 -5.91699 -0.42255 -0.04 0.02 -0.10
```
Forces are in eV/Å.

The net charge is 0. The structure (SMILES) is COc1cc(C(=O)OCC(=O)NCc2ccco2)cc(OC)c1OC. As for the gap between HOMO and LUMO: 8.83 eV. The value obtained for the highest occupied orbital energy is -8.26 eV.

We obtain LUMO level values of -0.0574, 0.0211, 0.0207 Ha for the records listed above, in that order.
We obtain energy above the lowest of the compared OMol25 structures with the same formula, charge and spin values of 1785.0, 15.1, 158.3 kJ/mol for the records listed above, in that order.